The following is a quantum chemistry calculation of a molecular structure, C23H15Co2N2O6 in a non-equilibrium geometry, from OMol25.

Positions of all 48 atoms, in Å:
O: 2.74 3.41 2.34
C: 1.92 2.81 2.90
Co: 0.26 2.58 3.75
C: -0.09 4.29 4.04
O: -0.46 5.37 4.19
C: -0.88 2.37 2.44
O: -1.68 2.32 1.61
C: 0.42 1.34 5.09
C: -0.88 1.69 4.84
C: -2.17 1.61 5.27
C: -3.26 1.20 4.42
C: -4.60 1.59 4.69
C: -5.64 1.20 3.84
C: -5.38 0.37 2.73
C: -4.07 -0.06 2.49
C: -3.02 0.35 3.32
Co: 1.62 0.56 3.71
C: 3.36 0.65 3.34
O: 4.48 0.68 3.08
C: 0.78 0.21 2.20
O: 0.32 -0.12 1.19
C: 1.54 -1.05 4.42
O: 1.49 -2.13 4.84
H: 0.81 1.34 6.12
H: -2.42 1.90 6.30
H: -4.81 2.21 5.56
H: -6.67 1.51 4.05
H: -6.19 0.06 2.07
H: -3.85 -0.74 1.67
H: -2.01 -0.04 3.19
C: -2.36 0.04 -4.13
C: -1.54 -1.08 -3.58
C: -1.38 -1.20 -2.19
C: -0.67 -2.28 -1.67
C: -0.06 -3.20 -2.58
C: -0.18 -3.09 -3.96
C: -0.94 -2.01 -4.46
N: 0.54 -4.17 -1.78
C: 0.29 -3.84 -0.47
N: -0.44 -2.72 -0.38
H: -2.36 0.03 -5.23
H: -3.41 -0.03 -3.80
H: -1.98 1.02 -3.81
H: -1.81 -0.47 -1.50
H: 0.30 -3.83 -4.61
H: -1.07 -1.88 -5.54
H: 1.08 -4.96 -2.10
H: 0.65 -4.46 0.36

Results
**Spin multiplicity**: 1
**Total charge**: -1
**HOMO energy**: -3.07 eV
**Energy above the lowest of the compared OMol25 structures with the same formula, charge and spin**: 0.865 eV
**Frontier orbital gap**: 5.5 eV